The following is a DFT calculation (ωB97M-V with the def2-TZVPD basis set) of a 16-piece molecular cluster, C70H188N16O19 overall at a distorted geometry.

Last column: Mulliken charge in e.
Geometry (Å):
C -3.357 2.185 -0.707  1.1960
C -4.259 2.815 -1.769  1.9200
C -5.324 3.817 -1.292  -1.3869
O -6.465 3.155 -0.708  -0.3614
C -6.278 2.824 0.639  -0.5162
N -3.477 3.649 -2.655  -0.3650
H -2.453 1.817 -1.212  -0.6909
H -3.874 1.349 -0.251  -0.1812
H -2.984 2.884 0.027  -0.3758
H -4.838 2.084 -2.300  -1.2638
H -5.781 4.257 -2.168  0.6291
H -4.894 4.611 -0.673  0.0778
H -7.089 3.266 1.201  0.3482
H -5.397 3.229 1.175  0.0467
H -6.314 1.754 0.805  0.2760
H -4.083 4.079 -3.320  0.2786
H -2.716 3.318 -3.162  0.1186
C -0.522 -6.903 3.757  -1.6027
C -0.154 -5.450 3.452  0.8959
C 1.322 -5.303 3.589  -1.3970
O 1.788 -3.954 3.431  0.2161
C 1.359 -3.016 4.423  -0.3482
N -0.502 -5.071 2.092  -0.1579
H 0.274 -7.482 3.244  0.3281
H -1.439 -7.142 3.242  0.4145
H -0.700 -7.116 4.803  0.3804
H -0.712 -4.858 4.234  0.1445
H 1.831 -5.876 2.819  0.3378
H 1.613 -5.749 4.560  0.3348
H 1.577 -1.993 4.208  0.0236
H 1.826 -3.327 5.448  0.2311
H 0.228 -3.189 4.515  0.1498
H 0.116 -4.256 1.836  -0.2567
H -1.392 -4.689 2.053  0.1937
C 3.387 1.077 -3.456  -0.6514
C 4.308 2.297 -3.463  0.8657
C 5.669 2.064 -2.817  0.0812
O 6.435 1.206 -3.603  -0.4395
C 6.794 0.068 -2.885  -0.5849
N 4.448 2.841 -4.868  -0.6624
H 3.928 0.265 -4.021  0.6337
H 2.485 1.307 -4.038  0.1787
H 3.125 0.779 -2.448  -0.2976
H 3.716 3.057 -2.908  -0.4541
H 5.513 1.649 -1.797  -0.2799
H 6.322 2.975 -2.767  0.4555
H 7.425 0.316 -2.021  0.3085
H 7.374 -0.566 -3.595  0.3540
H 5.905 -0.469 -2.522  0.1558
H 4.822 2.085 -5.392  0.2690
H 5.059 3.623 -4.933  0.2800
C -4.306 1.156 6.573  -1.4739
C -3.352 0.441 5.629  0.3877
C -3.818 0.388 4.177  0.0161
O -3.238 -0.699 3.545  -0.3375
C -3.619 -0.984 2.252  -0.1767
N -2.075 0.975 5.846  -0.5793
H -5.288 0.716 6.657  0.4884
H -4.431 2.231 6.252  0.0909
H -3.844 1.054 7.618  0.3470
H -3.435 -0.577 6.033  0.1661
H -3.483 1.332 3.707  -0.2492
H -4.876 0.321 4.074  0.6239
H -2.894 -1.677 1.939  -0.1487
H -3.647 -0.136 1.507  0.0775
H -4.690 -1.399 2.218  0.4177
H -1.415 0.550 5.259  0.3109
H -2.078 1.988 5.699  0.0496
C 4.835 -1.918 5.596  -1.4806
C 5.147 -1.323 4.220  0.6448
C 6.280 -2.156 3.549  -0.3269
O 7.389 -2.331 4.366  -0.4388
C 8.500 -2.627 3.586  -0.2963
N 4.044 -1.141 3.372  0.5842
H 4.245 -2.842 5.375  0.1196
H 4.251 -1.291 6.183  0.4619
H 5.706 -2.282 6.141  0.3756
H 5.723 -0.379 4.403  -0.3216
H 6.540 -1.563 2.667  0.2861
H 5.920 -3.138 3.239  0.4221
H 8.250 -3.457 2.892  -0.0532
H 9.323 -3.022 4.232  0.2968
H 8.806 -1.719 3.010  0.1949
H 4.305 -0.445 2.621  -0.1172
H 3.672 -1.981 2.991  -0.2591
C 4.663 -3.645 -2.131  -1.0459
C 4.715 -3.784 -0.640  0.6383
C 5.996 -3.143 -0.133  0.7815
O 7.076 -3.830 -0.675  -0.4748
C 7.670 -5.018 -0.057  -0.6477
N 3.537 -3.153 0.006  0.7127
H 3.866 -4.192 -2.556  -0.0634
H 5.501 -4.063 -2.557  1.1703
H 4.475 -2.584 -2.453  -0.5204
H 4.875 -4.854 -0.387  0.1187
H 6.030 -3.129 1.015  -0.3245
H 6.120 -2.100 -0.465  -0.5212
H 7.026 -5.837 -0.348  0.3384
H 7.892 -4.901 1.008  0.1153
H 8.597 -5.266 -0.594  0.2816
H 3.541 -3.241 1.015  -0.0378
H 2.712 -3.642 -0.330  -0.4557
C 3.300 6.196 1.356  -1.2725
C 1.920 5.845 1.834  2.5797
C 1.890 5.394 3.307  -0.7045
O 2.533 4.170 3.476  0.4310
C 2.712 3.849 4.860  -1.1343
N 1.079 7.064 1.878  -0.7140
H 3.846 6.910 2.025  0.3084
H 3.236 6.739 0.419  0.5230
H 3.904 5.229 1.360  0.0012
H 1.419 4.982 1.316  -1.2541
H 0.872 5.289 3.653  -0.6085
H 2.414 6.188 3.793  0.6446
H 3.384 4.517 5.398  0.3220
H 2.983 2.840 5.006  0.2955
H 1.732 3.991 5.329  0.3271
H 0.190 6.882 2.273  0.0803
H 0.832 7.422 0.972  0.3654
C 1.752 -7.570 -1.486  -1.6181
C 1.053 -6.324 -2.087  1.3543
C -0.401 -6.654 -2.338  -0.5727
O -0.515 -7.709 -3.229  -0.3825
C -1.787 -8.227 -3.074  -0.6537
N 1.226 -5.196 -1.226  0.7034
H 1.256 -7.825 -0.482  0.2421
H 2.798 -7.281 -1.328  0.3806
H 1.708 -8.411 -2.158  0.3938
H 1.497 -6.069 -3.076  -1.1215
H -0.931 -5.817 -2.810  0.0065
H -0.829 -6.936 -1.441  0.7470
H -2.096 -8.520 -2.041  0.3005
H -1.829 -9.005 -3.834  0.3408
H -2.601 -7.462 -3.222  0.1601
H 0.744 -5.323 -0.351  -0.2539
H 1.072 -4.279 -1.557  -0.5133
C -7.154 -3.933 -1.424  -1.7709
C -6.058 -4.197 -2.505  1.7414
C -4.760 -4.716 -1.943  -0.9599
O -4.150 -3.633 -1.231  -0.0040
C -3.016 -4.126 -0.531  0.2225
N -6.511 -5.047 -3.604  -0.7829
H -6.772 -3.574 -0.476  0.2567
H -7.628 -4.896 -1.161  0.4753
H -7.997 -3.346 -1.848  0.3310
H -5.881 -3.150 -2.859  -0.5442
H -4.094 -4.927 -2.819  -0.0222
H -4.751 -5.600 -1.347  0.7107
H -2.759 -3.356 0.189  -0.8186
H -2.076 -4.234 -1.120  0.0332
H -3.222 -5.032 -0.017  0.6258
H -5.733 -5.218 -4.284  0.2948
H -7.157 -4.551 -4.212  0.3080
C 6.364 3.553 3.130  -1.3600
C 6.466 2.170 2.464  0.9330
C 5.110 1.989 1.798  -1.0994
O 5.000 0.691 1.155  0.4618
C 3.987 0.489 0.172  0.4195
N 7.465 2.086 1.306  -0.7807
H 5.633 3.630 3.911  0.2857
H 6.088 4.298 2.364  0.3299
H 7.332 3.862 3.578  0.3858
H 6.526 1.379 3.266  -0.2317
H 4.927 2.781 1.069  0.5034
H 4.337 2.064 2.552  0.0624
H 3.038 0.334 0.657  -0.0356
H 4.124 -0.392 -0.415  -0.3491
H 3.911 1.365 -0.513  -0.4328
H 7.255 1.221 0.813  0.1616
H 8.356 1.842 1.738  0.3461
C -7.547 2.826 -4.584  -1.3860
C -6.937 1.454 -4.277  1.2178
C -7.597 0.707 -3.147  -0.6218
O -6.858 -0.438 -2.892  -0.1500
C -6.484 -0.629 -1.593  0.3360
N -6.937 0.577 -5.450  -0.8048
H -7.360 3.476 -3.734  0.2566
H -8.674 2.741 -4.748  0.3736
H -7.078 3.282 -5.516  0.3247
H -5.851 1.589 -4.037  -0.2786
H -8.718 0.481 -3.323  0.3281
H -7.567 1.349 -2.220  0.2089
H -7.338 -1.087 -1.107  0.2649
H -6.101 0.292 -1.152  -0.0783
H -5.605 -1.325 -1.649  -0.4156
H -6.754 -0.333 -5.178  0.2938
H -7.943 0.610 -5.726  0.3151
C 4.343 -6.194 -5.166  -1.5546
C 3.766 -5.018 -5.923  0.7585
C 2.215 -4.944 -5.989  0.1903
O 1.578 -6.000 -6.791  -0.3742
C 1.132 -5.586 -8.036  -0.7782
N 4.054 -3.757 -5.280  -0.4265
H 4.338 -6.120 -4.114  0.2882
H 5.315 -6.455 -5.590  0.3897
H 3.752 -7.051 -5.424  0.4211
H 4.224 -5.028 -6.944  0.3571
H 1.866 -3.925 -6.222  0.4161
H 1.845 -5.062 -4.977  -0.7581
H 1.753 -4.810 -8.349  0.3926
H 0.156 -5.093 -8.020  0.2113
H 1.162 -6.413 -8.759  0.2638
H 3.759 -3.005 -5.903  0.2124
H 5.087 -3.702 -5.024  0.2293
C -2.871 -2.583 -3.938  0.6516
C -2.687 -2.220 -5.406  0.1452
C -1.220 -2.119 -5.772  -0.5621
O -0.498 -1.140 -5.022  0.1161
C -0.743 0.239 -5.264  -0.5444
N -3.266 -3.243 -6.230  -0.6645
H -3.907 -2.509 -3.553  -0.1868
H -2.251 -1.904 -3.368  -0.1299
H -2.450 -3.563 -3.795  -0.4955
H -3.171 -1.289 -5.670  0.5338
H -1.185 -2.048 -6.863  0.3429
H -0.718 -3.077 -5.486  -0.2443
H -1.773 0.535 -5.034  0.2055
H -0.590 0.558 -6.256  0.4484
H -0.101 0.814 -4.562  -0.0878
H -2.820 -4.155 -6.242  0.2006
H -3.453 -2.932 -7.159  0.2877
C 1.256 4.882 -4.457  -0.7788
O 0.372 4.125 -3.590  -0.3481
C 1.004 3.768 -2.368  -0.9597
C 0.081 3.913 -1.185  2.0098
N -0.468 5.279 -1.091  -0.3351
C -1.560 5.445 -0.093  3.1428
C -1.951 6.968 0.016  -1.4573
O -2.693 7.064 1.199  0.1206
C -3.514 8.175 1.297  -1.0054
H 2.078 4.189 -4.916  0.2165
H 1.628 5.806 -4.071  0.3660
H 0.566 5.086 -5.319  0.2942
H 1.854 4.446 -2.322  0.9026
H 1.370 2.745 -2.422  -0.2937
H 0.639 3.731 -0.265  -0.4673
H -0.710 3.163 -1.351  -1.1461
H -0.759 5.491 -2.059  0.5383
H -1.127 5.147 0.929  -0.9174
H -2.434 4.809 -0.221  -1.5283
H -2.596 7.250 -0.899  0.4490
H -1.026 7.519 0.098  0.3628
H -4.352 8.123 0.581  0.3725
H -2.928 9.133 1.293  0.2840
H -4.077 8.163 2.245  0.2294
C -1.348 7.017 8.967  -0.7674
O -0.780 6.009 8.204  -0.3987
C -1.645 5.181 7.481  -0.4426
C -2.045 5.908 6.159  -0.4622
N -3.018 5.099 5.409  0.2294
C -3.261 5.638 4.095  -0.3407
C -4.545 5.011 3.470  0.2656
O -5.759 5.601 3.988  -0.4396
C -6.936 4.804 3.877  -0.5815
H -0.724 7.862 8.957  0.2816
H -1.383 6.678 10.007  0.2763
H -2.388 7.306 8.710  0.3271
H -2.581 5.035 8.013  0.4610
H -1.158 4.193 7.378  0.0956
H -1.123 6.019 5.577  0.0712
H -2.494 6.914 6.371  0.3886
H -3.898 5.153 5.968  0.2732
H -2.398 5.319 3.491  -0.3432
H -3.422 6.720 4.056  0.6297
H -4.640 3.904 3.557  -0.3080
H -4.498 5.131 2.354  0.0819
H -6.743 3.682 4.001  0.1872
H -7.424 4.923 2.894  0.2387
H -7.601 5.264 4.592  0.3416
C -0.469 3.083 3.281  0.8823
O -0.666 1.713 2.925  0.1128
C 0.579 1.041 2.666  -1.7287
C 0.351 -0.081 1.681  -0.4031
N 0.250 0.564 0.370  1.2357
C -0.244 -0.267 -0.708  -0.5323
C 0.610 -1.535 -0.703  1.0845
O 0.546 -2.264 -1.875  1.3132
C 1.477 -1.965 -2.912  0.8824
H -1.537 3.435 3.501  -0.6230
H -0.119 3.592 2.346  -0.2132
H 0.107 3.305 4.134  0.1983
H 0.938 0.677 3.607  0.6172
H 1.246 1.800 2.213  -0.0130
H -0.658 -0.519 1.803  -0.2143
H 1.183 -0.756 1.707  0.7984
H -0.293 1.392 0.529  -0.4002
H -0.118 0.259 -1.618  0.3388
H -1.302 -0.522 -0.714  -0.0881
H 0.287 -2.298 0.064  -0.8298
H 1.630 -1.209 -0.426  -0.8498
H 1.297 -0.963 -3.309  -0.5074
H 1.364 -2.748 -3.646  -0.3702
H 2.467 -1.996 -2.366  -0.6647

## Properties
* energy above the lowest of the compared OMol25 structures with the same formula, charge and spin: 96.3 kcal/mol
* LUMO energy: 0.61 eV